1.
{
  "formula": "C30H54N9O4Si",
  "method": "ωB97M-V/def2-TZVPD",
  "e_lumo_ev": -2.21,
  "fmax_ev_per_a": 11.9,
  "de_lowest_ev": 0.000,
  "charge": 1,
  "gap_ev": 10.1,
  "homo_energy_ev": -12.281,
  "elements": ["H", "C", "H", "Si", "N", "C", "C", "H", "H", "H", "N", "H", "N", "H", "H", "H", "H", "H", "C", "C", "H", "H", "H", "C", "H", "C", "H", "H", "N", "H", "N", "C", "C", "H", "C", "H", "H", "H", "C", "H", "H", "H", "H", "H", "H", "H", "H", "N", "H", "N", "C", "C", "H", "H", "C", "C", "H", "C", "H", "N", "H", "C", "C", "O", "C", "O", "C", "H", "C", "C", "H", "H", "H", "H", "O", "C", "H", "H", "C", "C", "H", "C", "H", "H", "H", "C", "H", "N", "C", "H", "O", "H", "C", "H", "C", "H", "H", "H"],
  "positions_angstrom": [[-1.93, 2.53, -1.95], [3.11, 3.51, -3.84], [-4.99, -0.55, 1.85], [-2.77, -1.40, 1.99], [-4.32, 3.54, -2.38], [6.17, 2.46, 2.99], [-3.31, -2.76, 3.11], [-3.42, -2.41, 4.13], [-2.26, 5.51, -1.05], [1.36, -0.31, 1.77], [-5.99, -3.00, -0.51], [-4.47, -3.66, -3.19], [-2.79, -6.13, 4.04], [0.77, -0.17, -0.84], [-0.76, 0.18, -2.34], [6.77, 3.37, 2.96], [3.32, 1.70, 0.83], [1.65, 1.31, 2.30], [-2.74, -2.07, 0.22], [-1.69, -6.43, 3.97], [1.94, -3.19, -3.08], [3.14, 2.84, -4.70], [-0.13, 0.56, 3.36], [0.31, 1.19, 0.68], [-6.08, -3.11, -3.66], [-0.54, -3.06, -5.90], [-0.06, -7.31, 2.99], [1.10, 3.18, 0.58], [1.15, 6.27, -1.05], [-3.23, -1.35, -0.41], [0.68, -0.47, -2.02], [-1.02, 0.70, -1.44], [0.65, 2.45, -0.08], [-2.01, 0.38, -1.19], [3.75, -0.37, 0.98], [-1.73, -2.22, -0.14], [-0.33, 2.40, -2.59], [2.66, 0.70, -0.46], [4.77, 2.79, 3.21], [-4.27, -3.11, 2.79], [-4.15, 0.33, 3.08], [-3.26, -3.00, 0.20], [2.08, 3.77, -3.63], [-1.41, -3.33, -5.30], [-1.81, 1.39, 0.98], [2.12, 4.86, 1.59], [2.12, -1.51, 0.27], [1.52, -4.47, -5.18], [1.19, 6.27, 2.11], [-0.06, 0.20, -0.39], [-3.24, 5.73, -1.49], [-5.24, -2.91, -3.00], [0.41, -3.61, -2.32], [-0.78, -3.25, -6.95], [-0.91, 1.44, 1.58], [0.93, -1.59, -2.13], [-3.10, 6.45, -2.29], [1.30, -2.99, -2.23], [0.35, -5.98, 4.07], [4.21, 2.40, -1.77], [3.90, -0.41, 2.05], [-3.86, 4.51, -1.99], [3.72, 2.88, -2.69], [1.50, -4.17, 1.13], [1.94, 5.92, 1.40], [3.30, -2.75, 1.40], [-4.06, -0.05, 2.07], [-0.09, -7.54, 4.74], [-0.30, -6.84, 3.94], [-5.66, -2.97, -1.61], [4.72, -0.22, 0.54], [-3.86, 6.19, -0.72], [-0.84, 2.46, 1.91], [-4.83, -1.93, -3.23], [-1.22, -0.85, 2.39], [-0.94, 2.20, -1.72], [1.33, 2.23, -0.89], [-1.82, 0.86, 3.41], [2.83, 0.77, 0.60], [2.14, -3.31, 1.82], [1.82, -3.29, -1.32], [3.17, -1.66, 0.48], [3.62, -1.96, -0.45], [3.65, 4.43, -4.10], [-0.34, -2.00, -5.77], [0.61, -3.85, -5.50], [2.87, 6.45, 1.59], [3.67, 3.03, 3.36], [-1.03, 0.51, 2.76], [1.80, -2.96, 2.80], [-0.52, 2.99, -0.64], [-3.95, 0.75, 1.36], [1.54, 0.70, 1.42], [6.30, 1.93, 2.05], [1.50, 6.11, 0.03], [6.54, 1.83, 3.80], [-0.49, -0.59, 0.09], [-2.64, -3.60, 3.13]],
  "mulliken_charge": [0.274, -0.926, 0.422, 0.604, -0.450, -0.883, -1.068, 0.394, 0.102, 0.488, -0.403, 0.228, -0.373, -0.233, 0.549, 0.341, 0.419, 0.776, -0.843, 0.361, 0.321, 0.320, 0.492, 2.554, 0.358, -0.746, 0.259, -0.021, -0.484, 0.096, -0.495, -0.319, -1.289, 0.081, -1.779, 0.221, 0.208, 0.326, 0.461, 0.368, 0.395, 0.565, 0.223, 0.178, 0.242, -0.074, -0.830, -0.440, 0.262, 1.216, -0.623, -0.808, 0.408, 0.341, -1.275, 0.732, 0.305, -1.191, 0.180, -0.411, 0.371, 0.406, 0.492, -0.531, -0.445, -0.394, -1.285, 0.297, -0.691, 0.422, 0.486, 0.296, 0.451, 0.248, -0.494, -0.433, 0.486, 0.457, -0.536, 0.305, 0.146, 0.843, 0.544, 0.333, 0.262, 0.461, 0.331, -0.429, -1.038, 0.407, -0.438, 0.450, -1.800, 0.251, 0.481, 0.299, -0.196, 0.078]
}

2.
{
  "formula": "C30H55BO2P2Yb",
  "method": "ωB97M-V/def2-TZVPD",
  "e_lumo_ev": [-3.19, -3.22],
  "s_squared": 0.7582,
  "fmax_ev_per_a": 7.4,
  "de_lowest_ev": 0.630,
  "charge": 1,
  "gap_ev": [5.7, 6.1],
  "multiplicity": 2,
  "homo_energy_ev": [-8.909, -9.332],
  "elements": ["H", "C", "H", "C", "H", "H", "C", "H", "H", "C", "C", "H", "H", "H", "H", "C", "P", "O", "C", "H", "H", "B", "H", "C", "H", "H", "C", "H", "H", "H", "H", "P", "H", "H", "H", "H", "H", "H", "O", "C", "C", "H", "H", "C", "H", "Yb", "H", "H", "H", "C", "H", "C", "H", "H", "C", "C", "H", "C", "H", "H", "H", "H", "C", "H", "H", "C", "C", "H", "H", "C", "C", "C", "H", "C", "H", "H", "C", "C", "H", "H", "H", "C", "C", "H", "H", "H", "C", "H", "H", "H", "C"],
  "positions_angstrom": [[-4.55, -2.57, 3.50], [3.20, 0.94, 2.06], [-0.69, 4.34, 1.93], [2.31, 1.85, 2.84], [0.47, -0.51, 3.25], [-2.69, -0.06, -5.08], [-0.97, 4.14, -7.56], [-0.71, 4.05, -8.63], [0.57, -0.28, -7.48], [1.54, 2.95, -7.30], [-2.04, -1.30, 5.48], [-2.06, 4.05, -7.45], [3.33, 4.70, 1.65], [3.18, -0.08, 2.45], [-0.18, -3.41, 5.54], [0.43, 2.46, 4.02], [-0.15, 2.81, -6.54], [-0.91, -3.30, 3.06], [2.38, -0.32, -1.39], [-0.65, 5.11, -7.18], [-2.57, -0.34, 5.52], [-1.31, -2.13, 2.49], [-3.59, -4.84, 4.39], [1.11, -0.06, 4.03], [-1.58, 3.10, 4.43], [-1.68, -4.15, 6.20], [-1.05, -4.05, 5.30], [1.86, -0.88, -5.66], [-1.11, 1.54, 5.19], [1.47, 2.90, -8.40], [-0.66, -5.05, 5.07], [-0.28, 0.17, -5.21], [-1.16, -0.68, -7.36], [-4.40, -2.84, 5.27], [-1.86, 1.55, -7.73], [-2.24, -5.55, 3.49], [-4.49, -1.19, 4.62], [3.31, 0.28, -1.42], [-2.29, -1.40, 3.09], [-2.81, -4.62, 3.65], [0.32, -1.91, 0.58], [-0.35, 1.57, -8.67], [-3.28, -4.35, 2.69], [2.59, 3.94, 1.34], [-0.97, -1.09, 5.38], [0.25, 2.14, 1.86], [-1.38, -1.75, -0.54], [1.80, 4.46, 0.77], [-1.51, 1.57, 3.45], [-0.07, 4.66, 2.83], [1.87, -2.39, -1.78], [-1.85, -0.74, -4.86], [3.29, -3.26, 0.18], [-0.77, 0.53, -0.65], [-0.77, 1.44, -7.66], [1.53, -2.31, 0.96], [0.60, -2.12, -5.39], [0.99, -1.16, -5.05], [-2.22, -1.82, 6.44], [1.28, 1.46, -1.51], [1.32, -1.23, -4.00], [4.26, 1.24, 2.05], [-2.58, -2.13, 4.32], [-0.61, -1.81, 1.46], [-1.93, -1.63, -5.50], [-0.40, 0.07, -7.09], [-1.86, -3.53, 4.13], [2.89, 0.88, 1.00], [0.62, -0.23, 5.00], [2.81, -2.26, 0.20], [-0.18, -0.18, -1.27], [2.06, 3.23, 2.56], [-0.69, -0.16, -2.25], [-0.29, -1.59, -0.74], [0.42, 5.62, 2.55], [2.05, -0.62, 4.03], [-1.01, 2.17, 4.29], [1.22, 0.36, -1.41], [3.60, -1.98, -1.78], [1.96, 3.91, -7.00], [1.63, -2.72, 1.98], [1.34, 1.39, 3.75], [0.89, 3.62, 3.30], [3.12, 3.23, 0.69], [-0.02, -2.31, -1.52], [3.52, -1.59, 0.72], [2.64, -1.79, -1.27], [2.17, 2.14, -6.93], [-0.80, 4.91, 3.63], [-1.88, -1.02, -3.80], [-4.09, -2.20, 4.43]],
  "mulliken_spin": [0.001, -0.006, 0.000, 0.003, 0.033, 0.000, 0.000, 0.000, 0.000, 0.000, 0.001, 0.000, 0.000, 0.002, 0.000, 0.000, 0.000, 0.047, -0.004, 0.000, 0.002, 0.498, 0.000, -0.003, 0.000, 0.000, 0.000, 0.000, 0.000, 0.000, 0.000, -0.001, 0.000, 0.000, 0.000, 0.003, 0.000, 0.000, -0.034, -0.003, 0.182, 0.000, -0.003, 0.000, -0.001, 0.002, 0.029, 0.000, -0.001, 0.001, -0.002, 0.000, 0.003, 0.003, 0.000, 0.020, 0.000, 0.000, 0.000, 0.000, 0.000, 0.000, 0.037, 0.048, 0.000, 0.000, 0.017, 0.001, 0.000, 0.024, 0.015, 0.001, -0.006, 0.043, 0.000, 0.000, 0.004, 0.001, -0.002, 0.000, 0.024, -0.003, 0.000, 0.000, 0.007, -0.006, 0.018, 0.000, 0.000, 0.000, 0.001]
}